No. 1
Molecular formula: C2H10N6S
Method: DFT, ωB97M-V/def2-TZVPD

Computed properties:
Multiplicity: 1
Net charge: +2
LUMO energy (eV): -8.36
ΔE to the lowest compared entry with this formula, charge and spin (kJ/mol): 439.4

Geometry (Å):
C1 4.5249 -0.1364 -0.5643
C2 -1.5616 -0.4286 0.4344
N1 3.4242 0.3903 -0.4782
N2 2.2611 0.6457 -0.5136
N3 -2.2456 -1.4758 0.2697
N4 -0.4397 -0.4793 1.1304
N5 -3.2797 -1.4235 -0.6685
N6 0.5193 0.5311 1.2232
S1 -2.0125 1.2861 -0.0814
H1 5.2182 0.0185 -1.3505
H2 4.8403 -0.8759 0.1585
H3 -0.2452 -1.4149 1.4747
H4 -3.9114 -2.1383 -0.2110
H5 -3.1944 -1.6700 -1.5790
H6 -3.5984 -0.4638 -0.7283
H7 0.0945 1.3762 1.0870
H8 1.5407 1.3527 -0.3083
H9 0.8253 0.4619 2.2742
H10 -2.3627 1.6325 1.1243

=====

No. 2
Molecular formula: H3N3O2
Method: DFT, ωB97M-V/def2-TZVPD

Computed properties:
Multiplicity: 1
LUMO energy (eV): -0.21
ΔE to the lowest compared entry with this formula, charge and spin (kJ/mol): 223.1

Geometry (Å):
N1 0.7087 0.9246 -0.0362
N2 -1.3867 0.2900 0.0126
N3 -0.0130 -0.0587 -0.0128
O1 0.1750 -1.2289 -0.0171
O2 2.3156 0.1637 0.0511
H1 -1.8298 0.8748 0.6730
H2 -2.0258 -0.4747 -0.1194
H3 2.0559 -0.4908 -0.5512

=====

No. 3
Molecular formula: CH2N4O
Method: DFT, ωB97M-V/def2-TZVPD

Computed properties:
Multiplicity: 1
SMILES: Nc1nnon1
LUMO energy (eV): -0.19
ΔE to the lowest compared entry with this formula, charge and spin (kJ/mol): 315.1

Geometry (Å):
N1 1.4579 -0.0494 -0.0881
C1 -0.0530 -0.1373 -0.0064
N2 -0.6444 0.9939 0.0472
N3 -1.8636 0.8675 0.0032
O1 -2.0992 -0.5994 -0.0825
N4 -0.8079 -1.1770 0.0016
H1 2.0225 -0.8227 0.4928
H2 1.9877 0.9245 -0.3678

=====

No. 4
Molecular formula: CH2N2O3S
Method: DFT, ωB97M-V/def2-TZVPD

Computed properties:
Multiplicity: 3
Net charge: -2
<S²>: 2.01
LUMO energy (spin up / spin down) (eV): 6.92 / 6.79
ΔE to the lowest compared entry with this formula, charge and spin (kJ/mol): 208.4

Geometry (Å):
C1 -1.5474 -0.2931 -0.0256
N1 -1.3544 1.0153 0.2232
N2 1.5444 -0.3217 1.0168
O1 -0.5301 -1.0536 -0.3788
O2 -2.7292 -0.7358 0.1108
O3 1.6566 1.8222 -0.3692
S1 0.8834 0.5003 -0.1345
H1 0.7168 -0.9571 1.0786
H2 1.3598 0.0236 -1.5212

=====

No. 5
Molecular formula: C24H70IN5O17PS
Method: DFT, ωB97M-V/def2-TZVPD

Computed properties:
Multiplicity: 1
Net charge: +1
LUMO energy (eV): -2.58
ΔE to the lowest compared entry with this formula, charge and spin (kJ/mol): 34.2

Geometry (Å):
C1 -1.9374 3.9029 -1.6662
C2 -0.8985 2.8932 -1.1004
C3 -1.2605 1.4935 -1.5911
C4 -0.1123 0.4297 -1.4976
C5 1.1554 0.9386 -0.8078
C6 -0.6443 -0.8820 -0.9282
C7 -1.4013 -0.8307 0.4338
C8 -1.0342 0.2456 1.4628
C9 0.1727 -0.0401 2.3509
C10 0.3370 1.0813 3.4122
C11 1.5076 2.0042 3.0988
C12 2.8791 1.3213 3.2786
C13 3.6575 1.1090 1.9991
S1 4.0910 2.7097 1.2258
C14 4.5006 2.1783 -0.3638
N1 5.3817 1.2785 -0.6818
N2 5.4055 1.1942 -2.0297
C15 4.5448 2.0370 -2.4847
O1 3.9292 2.6721 -1.4764
C16 -1.6945 -1.5275 -1.8847
P1 -1.2490 -1.5554 -3.6529
N3 0.2375 -1.9396 -3.9269
O2 -1.5790 -0.0969 -4.2460
O3 -2.2678 -2.5173 -4.3655
C17 -1.7786 -3.0150 -1.4876
C18 -2.9276 -3.4748 -0.5710
C19 -4.2292 -2.6994 -0.7186
O4 -4.6470 -2.4467 -2.0582
C20 -5.1648 -3.4984 -2.7838
C21 -5.6505 -4.7611 -2.0996
O5 -5.2710 -3.3629 -3.9922
C22 -0.3236 -3.3233 -0.9420
I1 0.5253 -4.8579 -2.1955
N4 0.3690 -2.0142 -0.8834
N5 1.2813 -1.9564 0.2346
C23 2.6075 -2.5064 -0.0148
C24 3.5185 -2.0501 1.1507
H1 -2.4078 3.5299 -2.5741
H2 -1.4327 4.8211 -1.9445
H3 -2.7177 4.1423 -0.9514
H4 0.0623 3.2332 -1.4616
H5 -0.9891 2.9913 -0.0256
H6 -2.1429 1.1003 -1.0928
H7 -1.5305 1.5934 -2.6358
H8 0.1898 0.2367 -2.5227
H9 1.6276 1.6488 -1.4789
H10 1.8901 0.1584 -0.6256
H11 0.9749 1.4729 0.1167
H12 -2.4373 -0.6442 0.1810
H13 -1.3867 -1.7858 0.9552
H14 -1.8894 0.3179 2.1356
H15 -0.9082 1.2355 1.0369
H16 0.0670 -1.0076 2.8402
H17 1.0686 -0.0087 1.7419
H18 -0.5573 1.6889 3.3487
H19 0.4867 0.6834 4.4083
H20 1.4590 2.8268 3.8089
H21 1.4259 2.4570 2.1107
H22 3.4927 1.8988 3.9636
H23 2.7245 0.3646 3.7663
H24 4.5867 0.6033 2.2387
H25 3.1151 0.5293 1.2603
H26 4.3222 2.2417 -3.5088
H27 -2.6395 -1.0031 -1.8629
H28 0.7507 -1.2078 -4.4035
H29 -0.7542 0.3357 -4.4991
H30 -1.7057 -3.1374 -4.8552
H31 -1.8342 -3.7011 -2.3171
H32 -3.0994 -4.5302 -0.7654
H33 -2.6440 -3.3912 0.4782
H34 -4.9922 -3.1737 -0.1064
H35 -4.0694 -1.7208 -0.2815
H36 -4.8455 -5.4091 -1.7838
H37 -6.2942 -5.2509 -2.8136
H38 -6.2836 -4.5030 -1.2539
H39 -0.5091 -3.8283 -0.0044
H40 0.9827 -1.8604 -1.7003
H41 0.8563 -2.3288 1.0713
H42 3.0380 -2.1342 -0.9415
H43 2.6276 -3.5931 -0.0001
H44 4.4669 -1.6757 0.7846
H45 3.0072 -1.3313 1.7848
H46 3.7382 -2.9068 1.7792
O6 4.4441 -4.7528 2.7007
H47 4.3270 -5.5284 2.1407
H48 4.9155 -5.0756 3.4748
O7 -2.0568 7.1859 -2.6732
H49 -1.9181 8.0920 -2.9749
H50 -2.1002 6.6710 -3.4879
O8 -0.9838 2.7460 5.5099
H51 -1.7331 2.8347 6.1123
H52 -0.7169 3.6515 5.3227
O9 -2.7107 -3.3641 2.6644
H53 -3.2510 -4.1436 2.8337
H54 -3.1921 -2.6448 3.0872
O10 4.7081 -0.2063 5.1999
H55 5.0345 0.5647 5.6800
H56 5.5059 -0.6815 4.9459
O11 2.7573 -6.2546 0.1513
H57 1.8423 -6.4688 0.3579
H58 2.9791 -6.8448 -0.5772
O12 0.8586 7.5796 -1.8934
H59 -0.0643 7.3720 -1.7015
H60 1.0928 6.9736 -2.6013
O13 1.7544 0.7044 -5.3790
H61 2.0859 1.4664 -4.8939
H62 2.5477 0.2118 -5.6178
O14 6.2473 2.9150 5.6370
H63 6.3838 3.8214 5.3439
H64 6.2478 2.4059 4.8196
O15 -2.9221 0.9454 6.5777
H65 -3.5584 0.4117 6.0943
H66 -2.0669 0.5597 6.3581
O16 -4.3469 0.4965 -1.3203
H67 -3.8460 1.0446 -1.9339
H68 -4.7638 -0.1686 -1.8868
O17 -4.8745 6.4721 -3.6311
H69 -5.2467 5.6656 -3.2629
H70 -4.2791 6.7976 -2.9438

=====

No. 6
Molecular formula: C2H6N4S
Method: DFT, ωB97M-V/def2-TZVPD

Computed properties:
Multiplicity: 1
SMILES: [NH2+]=C1NSNC=[NH+]1
Net charge: +2
LUMO energy (eV): -10.12
ΔE to the lowest compared entry with this formula, charge and spin (kJ/mol): 0.0

Geometry (Å):
N1 1.0659 -0.6201 1.4144
C1 0.0541 -0.0161 0.7876
N2 -0.8165 0.8960 1.1504
S1 -2.3346 1.2252 0.2612
N3 -1.3970 1.2761 -1.2741
C2 -0.5505 0.3353 -1.5550
N4 0.0486 -0.4091 -0.7243
H1 1.2658 -0.7526 2.4380
H2 1.9609 -0.7212 0.8577
H3 -0.6958 1.4341 1.9533
H4 -1.7005 1.9248 -1.9789
H5 -0.2142 0.0978 -2.5499
H6 0.4247 -1.3291 -0.9077